[1]
{
  "formula": "C2H6O2Tl",
  "method": "wB97M-V/def2-TZVPD",
  "homo_lumo_gap_ev": [8.849, 6.318],
  "max_force_ev_per_a": 4.15,
  "energy_ha": -400.2632,
  "relative_energy_ev": 0.000,
  "spin_multiplicity": 2,
  "charge": 4,
  "s2": 1.754,
  "symbols": ["Tl", "C", "C", "O", "O", "H", "H", "H", "H", "H", "H"],
  "coordinates": [[2.580, 1.345, -1.508], [0.053, -0.456, 0.797], [-0.895, 0.050, -0.315], [-0.319, 1.206, -0.860], [1.240, -0.944, 0.141], [-0.434, -1.310, 1.267], [0.164, 0.185, 1.671], [-1.780, 0.375, 0.234], [-1.119, -0.628, -1.138], [-1.021, 1.849, -0.986], [1.531, -1.672, 0.697]]
}

---

[2]
{
  "formula": "C7H8O",
  "method": "wB97M-V/def2-TZVPD",
  "homo_lumo_gap_ev": 9.291,
  "max_force_ev_per_a": 8.39,
  "energy_ha": -346.4501,
  "relative_energy_ev": 8.855,
  "smiles": "C#CC(O)(C=C)C=C",
  "symbols": ["C", "C", "C", "O", "C", "C", "C", "C", "H", "H", "H", "H", "H", "H", "H", "H"],
  "coordinates": [[2.241, -0.594, -1.212], [1.298, -1.145, -0.416], [-0.065, -0.814, 0.220], [-0.628, -2.033, 0.891], [0.229, 0.274, 1.316], [1.086, 1.355, 0.799], [-1.443, -0.524, -0.587], [-2.095, 0.648, -0.864], [3.329, -0.578, -1.690], [0.124, -2.168, 1.418], [-0.478, 0.359, 2.191], [1.434, 1.548, -0.389], [1.440, 2.497, 1.122], [-1.702, -1.419, -1.073], [-3.175, 0.975, -1.309], [-1.597, 1.619, -0.417]]
}